DFT (the ωB97M-V functional and the def2-TZVPD basis) results for a structure of composition C31H40AlN2O3P2S2 at a distorted geometry.

Geometry as XYZ:
```
81
Properties=species:S:1:pos:R:3:forces:R:3:mulliken_charge:R:1
Al -0.470137 -0.694133 -0.007956 0.485 -1.282 -0.038 0.404
C 0.189863 2.330867 -2.790056 -0.198 0.047 -0.019 -1.363
C -0.207537 1.102967 -3.603356 -0.036 -0.210 0.337 0.515
C 0.639763 1.098467 -4.874156 -0.222 -0.149 0.061 -1.848
P -0.172737 -0.446633 -2.487856 -0.001 -0.278 -1.099 0.623
C -1.024237 -1.803633 -3.488356 -0.131 0.027 0.286 0.707
C -0.261037 -3.122733 -3.408156 0.001 0.052 0.221 -1.407
C -1.444337 -1.514633 -4.926756 0.076 0.165 0.176 -1.634
C 1.585663 -0.866333 -2.413256 -0.051 0.107 0.131 0.779
C 2.344763 -1.117333 -3.552956 0.147 -0.018 0.035 -0.326
C 3.717363 -1.259033 -3.502256 0.015 -0.001 -0.344 -1.269
C 4.360363 -1.038333 -2.291656 -0.078 -0.010 0.080 -0.791
C 3.624463 -0.836633 -1.148156 0.336 0.195 0.018 -0.651
C 2.215463 -0.874033 -1.142056 0.128 0.015 -0.307 -0.739
N 1.497863 -0.877233 0.019444 -0.252 0.500 -0.137 0.035
C 2.030163 -1.445933 1.148944 0.177 -0.172 0.427 -0.721
C 3.064363 -2.401033 1.125044 0.059 -0.211 -0.050 -0.330
C 3.639463 -2.879533 2.280744 -0.046 0.098 -0.087 -0.880
C 3.173763 -2.476133 3.524244 -0.005 -0.075 0.270 -1.140
C 2.050363 -1.675733 3.573144 0.167 0.009 0.041 -0.669
C 1.474263 -1.160633 2.419944 -0.097 0.050 -0.203 0.514
P -0.101537 -0.283533 2.423044 0.051 -0.223 1.197 0.629
C 0.251963 1.292767 3.416944 -0.178 -0.201 -0.398 0.611
C 1.083463 2.224767 2.537444 -0.205 0.074 -0.057 -1.321
C 0.960863 1.136667 4.760644 -0.189 -0.067 -0.107 -1.778
C -1.313737 -1.322033 3.425044 -0.083 0.053 -0.215 1.241
C -1.696637 -0.878733 4.833744 0.085 0.121 -0.180 -1.772
C -0.933337 -2.799333 3.446544 0.117 -0.009 -0.190 -1.502
H 0.220063 3.213567 -3.433256 0.068 0.012 -0.081 0.584
H 1.171763 2.189167 -2.342156 0.113 0.053 0.091 0.267
H -0.520537 2.523367 -1.996156 0.070 0.096 0.008 0.080
H -1.268337 1.206467 -3.864856 0.076 -0.074 -0.053 0.629
H 1.697563 1.116967 -4.623356 0.081 0.009 -0.004 0.391
H 0.415063 1.992767 -5.455256 -0.023 0.142 -0.050 0.508
H 0.445463 0.241467 -5.507956 0.046 -0.104 -0.104 0.240
H -1.940837 -1.933733 -2.895956 0.148 -0.040 0.012 0.479
H 0.685563 -3.091933 -3.942356 0.059 0.046 -0.160 0.270
H -0.868637 -3.922033 -3.831156 -0.114 -0.079 -0.063 0.453
H -0.064737 -3.359833 -2.364256 0.009 -0.094 0.059 0.225
H -0.599937 -1.551433 -5.612256 0.083 0.004 -0.087 0.269
H -1.937237 -0.550633 -5.027656 -0.065 0.099 -0.113 0.334
H -2.150437 -2.282933 -5.240856 -0.056 -0.066 -0.028 0.470
H 1.840263 -1.215733 -4.502356 -0.022 0.001 -0.070 0.515
H 4.278063 -1.491733 -4.396656 0.038 0.022 -0.063 0.406
H 5.441163 -1.037733 -2.243756 0.078 0.017 0.038 0.391
H 4.135763 -0.644933 -0.215056 0.013 -0.086 0.001 0.612
H 3.393163 -2.796533 0.174644 0.037 0.068 0.033 0.563
H 4.450463 -3.590633 2.212844 0.079 -0.091 -0.023 0.385
H 3.643063 -2.825833 4.432744 -0.016 -0.079 0.070 0.408
H 1.593363 -1.450033 4.525344 0.024 0.000 0.102 0.570
H -0.740337 1.742167 3.569744 0.106 -0.052 0.016 0.600
H 2.061963 1.787167 2.344344 0.123 -0.051 -0.013 0.251
H 1.226763 3.187267 3.031744 0.061 0.054 0.082 0.541
H 0.604163 2.388267 1.578044 0.085 0.103 -0.037 -0.008
H 1.988563 0.820367 4.600744 0.109 -0.032 0.002 0.345
H 0.476163 0.415167 5.409344 -0.007 -0.011 0.122 0.264
H 0.983863 2.100867 5.273944 -0.005 0.046 0.018 0.491
H -2.205037 -1.219633 2.787444 0.107 -0.099 0.110 0.179
H -0.917237 -1.133033 5.550844 0.050 0.017 0.093 0.302
H -2.596437 -1.418233 5.127044 -0.084 -0.042 0.046 0.465
H -1.912337 0.184467 4.901244 -0.024 0.158 0.075 0.337
H -0.076437 -2.987833 4.091944 0.014 0.020 0.122 0.322
H -0.696137 -3.144733 2.441544 -0.018 -0.066 -0.040 0.213
H -1.774437 -3.383633 3.816744 -0.151 -0.047 0.059 0.480
S -1.053537 -2.760833 -0.028456 -0.170 0.157 0.005 -0.890
O -0.293537 1.332467 -0.069356 -0.612 0.245 -0.045 -0.041
C -1.543237 1.433867 0.018844 0.760 -0.556 -0.051 0.785
N -2.246037 0.310567 0.075744 -0.679 0.916 0.008 0.215
S -3.844637 0.627667 0.295944 -0.796 -0.730 -0.004 1.199
O -4.260237 0.266767 1.624444 0.273 0.288 -0.053 -0.696
O -4.655437 0.137967 -0.784556 0.399 0.319 0.003 -0.731
C -3.665937 2.410067 0.184644 1.313 -0.428 -0.029 -0.020
C -4.584737 3.423567 0.225844 -0.355 0.306 -0.024 -0.812
C -4.115537 4.736167 0.156844 0.209 -0.354 0.089 -0.542
C -2.748037 5.000367 0.071744 -0.378 0.350 -0.042 -0.995
C -1.824037 3.977867 0.016344 0.024 -0.959 0.062 -0.093
C -2.296137 2.661467 0.070144 -1.023 1.833 0.072 0.002
H -5.639837 3.204267 0.300844 -0.079 0.043 0.024 0.488
H -4.817537 5.554567 0.188444 -0.076 0.090 -0.008 0.414
H -2.412337 6.029067 0.039744 0.005 0.000 -0.014 0.408
H -0.761337 4.164267 -0.060156 0.022 0.023 -0.012 0.561
```
Forces are in eV/Å.

## Properties
Maximum force (eV/Å): 2.10
Calculated total energy (eV): -88769.617
HOMO energy (eV): -3.2
LUMO (eV): 1.9
Net charge: -1
Gap between HOMO and LUMO (Ha): 0.189